Entry 1:
Molecular formula: C32H40F12N4O8
Method: DFT, ωB97M-V/def2-TZVPD

Computed properties:
HOMO energy (alpha / beta) ... -9.002 / -9.002 eV
Total charge ... +1
Spin multiplicity ... 2

```
96
C32H40F12N4O8 (ωB97M-V/def2-TZVPD)
N -41.0679 -1.5952 9.7667
C -42.4032 -1.4000 10.0172
C -43.1772 -2.5065 9.7591
C -42.2601 -3.4121 9.2200
C -41.0165 -2.7955 9.0779
H -40.3326 -0.9076 9.8478
H -42.7111 -0.4822 10.4961
H -44.2139 -2.7133 9.9802
H -42.4524 -4.4097 8.8538
H -40.1226 -3.1385 8.5782
N -32.8930 -0.5859 4.0436
C -31.8981 -0.5950 5.0100
C -32.1098 0.3830 6.0005
C -33.3401 1.0111 5.6065
C -33.6826 0.5045 4.3700
H -32.7922 -0.9787 3.1186
H -31.0840 -1.3032 4.9633
H -31.5235 0.5788 6.8861
H -33.9488 1.7367 6.1256
H -34.3998 0.9343 3.6864
N -34.3129 -5.9870 7.6437
C -35.1050 -6.6673 8.5423
C -34.8480 -6.2025 9.8219
C -34.0223 -5.1116 9.6795
C -33.5683 -5.1324 8.3756
H -34.4405 -6.0152 6.6422
H -35.6784 -7.4299 8.0362
H -35.3824 -6.5707 10.6852
H -33.6082 -4.4988 10.4665
H -32.8998 -4.4526 7.8683
N -29.3774 -1.2041 10.9067
C -30.6438 -1.4226 11.3340
C -31.4399 -0.4739 10.7694
C -30.5731 0.3974 10.0556
C -29.3245 -0.1272 10.0793
H -28.5859 -1.6485 11.3495
H -30.9139 -2.1988 12.0347
H -32.5037 -0.3361 10.8952
H -30.8948 1.3147 9.5850
H -28.3966 0.3052 9.7351
C -38.5577 -4.0077 11.9457
C -37.1408 -3.5075 11.5859
O -36.1384 -3.6929 12.5420
C -35.5614 -2.6148 13.2962
O -35.8949 -1.4089 13.2851
C -34.4970 -3.0862 14.2144
F -34.7418 -4.3200 14.7269
F -33.4184 -3.1857 13.4375
F -34.2218 -2.2471 15.2094
H -38.7023 -5.0751 11.7787
H -39.1639 -3.5728 11.1510
H -38.9643 -3.6531 12.8928
H -37.1213 -2.4561 11.2991
H -36.8287 -4.0812 10.7132
C -33.6008 -1.5379 8.5334
C -35.0274 -1.4294 8.1256
O -35.5858 -0.4331 8.9907
C -36.9376 -0.2088 9.1205
O -37.7325 -0.6953 8.3177
C -37.3328 0.7793 10.2210
F -38.1479 1.7544 9.6827
F -38.0624 0.2170 11.0931
F -36.3176 1.3981 10.8034
H -33.3880 -1.7766 9.5754
H -33.0046 -0.6512 8.3180
H -33.2201 -2.4036 7.9914
H -35.4074 -2.4135 8.3997
H -35.2705 -1.3079 7.0700
C -36.9223 -3.7397 17.5910
C -38.0029 -3.3893 16.5683
O -37.8501 -2.0612 16.2923
C -38.7062 -1.4509 15.4379
O -39.5013 -2.0563 14.6539
C -38.3684 0.0683 15.3252
F -37.3889 0.4021 16.0960
F -38.0813 0.3383 13.9959
F -39.4797 0.7065 15.6159
H -35.9095 -3.4491 17.3119
H -37.0113 -4.7854 17.8857
H -37.1011 -3.1948 18.5179
H -38.9376 -3.6403 17.0697
H -37.8290 -3.9904 15.6758
C -42.7332 6.9809 13.4448
C -43.0267 5.6178 12.7219
O -41.9524 4.7462 12.6113
C -42.0314 3.4969 12.1163
O -43.0948 2.9583 11.8812
C -40.7736 2.6516 12.1084
F -39.6815 3.3584 12.3990
F -40.9814 1.7079 12.9796
F -40.5230 2.1176 10.8439
H -43.6689 7.5400 13.4369
H -41.9988 7.6204 12.9550
H -42.3595 6.7693 14.4467
H -43.4970 5.8025 11.7561
H -43.8224 5.1497 13.3013
```

Here are the Löwdin charges for atoms 1 to 6, given in e:
1. N 0.033
2. C -0.153
3. C -0.099
4. C -0.131
5. C -0.153
6. H 0.126


Entry 2:
Molecular formula: C32H40F6NO8PS3V
Method: DFT, ωB97M-V/def2-TZVPD

Computed properties:
HOMO energy (alpha / beta) ... -11.867 / -11.891 eV
Total charge ... +1
Spin multiplicity ... 3

```
92
C32H40F6NO8PS3V (ωB97M-V/def2-TZVPD)
V -0.1720 0.5573 0.5621
C -1.7517 -1.1931 4.2532
C -0.5115 -0.6472 3.5787
C 0.6220 -0.3486 4.5486
O -0.7833 0.5808 2.8743
C 0.0174 -1.6104 2.5208
O 0.0529 -2.8044 2.6373
O 0.5316 -0.9584 1.4852
H -2.1044 -0.5028 5.0199
H -1.5213 -2.1521 4.7128
H -2.5484 -1.3630 3.5185
H 0.2707 0.3168 5.3373
H 1.4460 0.1351 4.0207
H 0.9903 -1.2711 4.9970
H -1.7325 0.6754 2.7270
F 0.0933 3.1110 2.8708
C -0.7600 4.0214 2.4017
F -0.3115 5.2235 2.7135
F -1.9476 3.8277 2.9577
S -0.8790 3.8722 0.5283
O -0.1012 2.6433 0.2203
O -0.3717 5.0915 0.0199
N -2.4021 3.6608 0.1935
S -2.8455 2.1605 -0.0057
O -2.6484 1.6573 -1.3349
O -2.3327 1.2942 1.0635
C -4.6730 2.2812 0.2199
F -4.9721 3.0260 1.2656
F -5.1229 1.0419 0.4125
F -5.2068 2.7833 -0.8742
C 4.7471 -0.3798 -0.9579
C 3.3834 -0.6955 -0.3284
C 2.8676 -2.0479 -0.8230
C 3.6189 -0.7463 1.1886
P 2.1135 0.6410 -0.6955
C 2.8980 2.1452 -0.0345
C 2.6578 2.4236 1.3115
C 3.2277 3.5242 1.9302
C 4.0547 4.3687 1.2040
C 4.3141 4.0984 -0.1315
C 3.7442 2.9930 -0.7467
C 1.7786 0.8540 -2.5350
C 2.9911 0.7330 -3.4649
C 0.7620 -0.2073 -2.9760
C 1.1005 2.2213 -2.7234
H 5.4448 -1.1650 -0.6552
H 5.1429 0.5676 -0.5897
H 4.7361 -0.3563 -2.0424
H 3.5390 -2.8323 -0.4654
H 2.8533 -2.1025 -1.9132
H 1.8737 -2.2664 -0.4321
H 4.3593 -1.5267 1.3808
H 2.7200 -0.9905 1.7413
H 4.0351 0.1909 1.5586
H 2.0241 1.7666 1.8994
H 3.0218 3.7237 2.9743
H 4.4969 5.2353 1.6778
H 4.9641 4.7505 -0.7004
H 3.9603 2.8080 -1.7888
H 3.3824 -0.2834 -3.4784
H 3.8051 1.4157 -3.2313
H 2.6544 0.9597 -4.4797
H 1.1350 -1.2283 -2.8751
H 0.5297 -0.0448 -4.0314
H -0.1741 -0.1068 -2.4293
H 1.6928 3.0577 -2.3590
H 0.1300 2.2526 -2.2291
H 0.9243 2.3704 -3.7912
O -1.3098 -0.7292 -0.5199
S -1.1734 -2.2680 -0.7056
C -1.8668 -2.5046 -2.3265
C -1.7175 -3.7747 -2.8668
C -2.2347 -4.0235 -4.1282
C -2.8671 -3.0044 -4.8309
C -2.9980 -1.7393 -4.2728
C -2.4974 -1.4756 -3.0050
C -2.5057 -2.8621 0.3022
C -3.6408 -2.0759 0.4785
C -4.6585 -2.5599 1.2804
C -4.5411 -3.8184 1.8666
C -3.4064 -4.5906 1.6697
C -2.3624 -4.1074 0.8920
H -1.2109 -4.5588 -2.3139
H -2.1340 -5.0078 -4.5655
H -3.2553 -3.1976 -5.8223
H -3.4898 -0.9490 -4.8245
H -2.5936 -0.4912 -2.5580
H -3.7167 -1.1037 0.0005
H -5.5474 -1.9642 1.4408
H -5.3441 -4.1962 2.4861
H -3.3189 -5.5606 2.1402
H -1.4444 -4.6689 0.7792
```

Here are the Löwdin charges for atoms 1 to 6, given in e:
1. V 1.029
2. C 0.021
3. C -0.493
4. C 0.023
5. O -0.074
6. C -0.536


Entry 3:
Molecular formula: C32H40N2O
Method: DFT, ωB97M-V/def2-TZVPD

Computed properties:
Energy relative to the best compared isomer or geometry (same formula, charge and spin) ... 63.6 kcal per mole
HOMO energy ... -6.320 eV
Spin multiplicity ... 1

```
75
C32H40N2O (ωB97M-V/def2-TZVPD)
C -3.7516 -2.9318 -0.3949
C -2.4914 -2.0641 -0.3252
C -2.5624 -1.0480 -1.4641
C -2.5354 -1.3069 0.9965
C -1.1969 -2.8929 -0.3807
C 0.1063 -2.2432 -0.5000
O 0.1839 -0.9884 -0.7726
C 1.2971 -3.0752 -0.3777
C 2.7119 -2.4517 -0.3504
C 3.8296 -3.5042 -0.3261
C 2.8832 -1.6105 0.9222
C 2.9481 -1.6333 -1.6148
C 1.1519 -4.4471 -0.2902
C -0.1019 -5.0498 -0.2413
C -1.2543 -4.2676 -0.2788
H -3.8467 -3.5862 0.4794
H -4.6356 -2.2811 -0.4077
H -3.7787 -3.5407 -1.3059
H -1.7157 -0.3607 -1.4112
H -2.5440 -1.5634 -2.4295
H -3.4982 -0.4805 -1.3888
H -1.6713 -0.6425 1.0676
H -3.4479 -0.7019 1.0534
H -2.5166 -1.9954 1.8466
H 3.7907 -4.1454 -1.2148
H 4.8026 -2.9937 -0.3273
H 3.7830 -4.1248 0.5761
H 2.0178 -0.9717 1.1180
H 3.0040 -2.2756 1.7869
H 3.7784 -0.9779 0.8381
H 2.1436 -0.9141 -1.7610
H 3.9085 -1.1050 -1.5466
H 2.9688 -2.2874 -2.4953
H 2.0430 -5.0758 -0.2544
H -0.1822 -6.1341 -0.1624
H -2.2269 -4.7619 -0.2253
C -2.3944 0.6942 5.3405
N -2.0285 1.8844 4.5855
C -2.9357 3.0075 4.7744
C -1.3416 1.7332 3.3846
C -1.9401 2.0896 2.1555
C -1.3323 1.7193 0.9617
C -0.0156 1.2190 0.9282
C 0.7025 0.9342 -0.3138
C 0.5783 1.7739 -1.4575
C 1.6310 1.9577 -2.4609
C 2.9564 1.5399 -2.5062
C 3.8174 2.0987 -3.4620
C 3.4027 3.1653 -4.2752
C 2.0950 3.6678 -4.1744
C 1.2390 3.0445 -3.2771
N 0.0323 3.5328 -2.7753
C -0.5902 4.7757 -3.1798
C -0.3836 2.7728 -1.7232
C 0.6367 1.0154 2.1707
C -0.0390 1.1650 3.3682
H -1.5523 -0.0066 5.3939
H -2.6927 1.0040 6.3500
H -3.2489 0.1712 4.8662
H -2.4241 3.9563 4.5582
H -3.8258 2.9335 4.1294
H -3.2583 3.0077 5.8219
H -2.9056 2.5968 2.1378
H -1.9103 1.7887 0.0370
H 1.7051 0.5349 -0.1974
H 3.3185 0.8015 -1.7928
H 4.8290 1.7017 -3.5631
H 4.1081 3.6372 -4.9543
H 1.7437 4.5215 -4.7432
H -0.1653 5.0748 -4.1376
H -1.6710 4.6261 -3.2587
H -0.4084 5.5701 -2.4433
H -1.2916 3.0394 -1.1884
H 1.6955 0.7479 2.1771
H 0.4698 0.9369 4.3058
```

Here are the Löwdin charges for atoms 1 to 6, given in e:
1. C -0.081
2. C -0.542
3. C -0.051
4. C -0.045
5. C -0.088
6. C -0.251